Entry 1:
ORCA calculation (ωB97M-V/def2-TZVPD) on a structure of composition C37H29CoN9O4SSe.

The geometry in XYZ format:
```
82
Properties=species:S:1:pos:R:3:forces:R:3:mulliken_charge:R:1
Co -0.225303 0.142507 -0.073309 0.0340 0.0274 0.1093 -0.312
N 3.089307 5.271929 -3.994011 -0.0475 0.0157 -0.1176 -0.467
C 2.710774 4.734842 -2.796386 0.0090 -0.0224 0.0953 1.097
C 2.053357 5.520887 -1.838976 -0.0118 -0.0381 -0.0103 -0.854
C 1.621595 4.966208 -0.652791 0.0330 -0.0369 -0.0282 -0.417
C 1.869950 3.623533 -0.393901 0.0615 0.0622 -0.0865 -0.447
C 2.545660 2.834296 -1.322843 0.0234 0.0680 0.0639 -0.470
C 2.953523 3.380121 -2.518280 0.0208 0.0290 -0.0087 -0.833
S 1.263820 2.879153 1.054031 -0.0916 0.0212 0.0071 1.444
O 2.197677 1.882017 1.498721 -0.0360 0.0515 0.0816 -0.738
O 0.758698 3.865366 1.953618 0.0899 -0.0477 -0.0493 -0.712
N -0.016967 1.964535 0.490740 0.0574 -0.0373 0.0978 -0.163
C -1.064060 2.509234 -0.206345 -0.0302 0.0630 0.1981 0.845
N -1.262766 3.800655 -0.414427 -0.0102 -0.0486 -0.0059 -0.397
C -2.313496 4.101387 -1.169983 -0.0206 -0.0345 -0.0100 -0.290
C -3.156752 3.145647 -1.725725 0.0034 -0.0376 0.0171 -0.875
C -2.867622 1.824171 -1.443391 -0.0525 0.0551 -0.0039 -0.010
N -1.836972 1.503998 -0.669440 -0.0281 0.0547 -0.0712 0.059
H 3.073182 6.268387 -4.113600 0.0357 0.0055 0.0116 0.197
H 3.719305 4.760823 -4.584958 0.0169 0.0050 0.0108 0.213
H 1.879597 6.569989 -2.040439 -0.0154 0.0234 -0.0040 0.328
H 1.092447 5.557396 0.079019 -0.0206 0.0394 0.0361 0.510
H 2.762423 1.797920 -1.097377 0.0254 0.0524 0.0040 0.732
H 3.466971 2.766047 -3.249608 -0.0054 0.0087 0.0109 0.284
H -2.485358 5.157495 -1.341354 -0.0124 0.0156 -0.0086 0.449
H -3.998540 3.419428 -2.341459 -0.0126 0.0127 -0.0132 0.440
H -3.465525 1.008433 -1.833427 0.0027 0.0024 -0.0125 0.475
Se 0.181076 -7.313681 0.837917 -0.0161 0.1473 -0.0061 0.287
N -1.180032 -6.181237 0.679575 -0.0395 0.0728 -0.0190 -0.884
C -0.681105 -4.972476 0.703752 -0.0658 -0.1333 0.0006 1.123
C -1.492143 -3.764517 0.602740 0.0067 0.0077 0.0006 0.509
C -2.882621 -3.770855 0.502565 0.0042 0.0314 0.0151 -0.464
C -3.558201 -2.569672 0.424782 0.0391 0.0310 0.0167 -1.106
C -2.829361 -1.386757 0.412980 -0.0396 -0.0501 0.0153 -0.234
N -1.502868 -1.373036 0.496029 -0.0075 -0.0341 -0.1222 -0.182
C -0.837262 -2.536144 0.611031 -0.0149 -0.0691 0.0563 0.375
C 0.612241 -2.438189 0.767590 0.0038 -0.0188 0.0653 -0.524
N 1.119667 -1.189127 0.817293 -0.1009 -0.0998 -0.1066 -0.019
C 2.424460 -1.037336 0.993336 0.1194 0.0968 0.0879 -0.472
C 3.283560 -2.127867 1.134647 -0.0538 -0.0308 -0.0208 -0.965
C 2.775747 -3.401919 1.071658 0.0000 0.0757 -0.0120 -0.607
C 1.398257 -3.572264 0.890657 0.0167 -0.0095 0.0141 1.159
C 0.747160 -4.876440 0.842737 0.0908 -0.1227 0.0185 0.593
N 1.389142 -6.012866 0.933384 0.0402 0.0930 -0.0244 -0.848
H -3.406086 -4.717074 0.495464 -0.0171 -0.0197 0.0042 0.580
H -4.635818 -2.534971 0.365580 -0.0112 0.0026 -0.0014 0.439
H -3.312174 -0.422472 0.342496 -0.0128 0.0162 -0.0301 0.647
H 2.784066 -0.018712 1.034956 -0.0094 -0.0884 -0.0345 0.627
H 4.339470 -1.949362 1.266970 0.0293 0.0050 0.0242 0.495
H 3.407850 -4.273222 1.164914 0.0325 -0.0311 -0.0069 0.546
C 1.753262 -5.016674 -2.746408 -0.0047 -0.0223 0.0114 -1.999
C 2.886424 -4.028297 -2.807012 0.0593 -0.0009 0.0231 1.561
C 4.072721 -4.311658 -2.143951 -0.0210 0.0432 0.0204 -0.839
C 5.141197 -3.428179 -2.204761 -0.0205 -0.0088 0.0187 -0.988
C 5.005577 -2.240350 -2.890560 -0.0563 -0.0377 0.0151 -0.835
C 3.817476 -1.937887 -3.555891 -0.0337 -0.0429 0.1602 -0.225
N 3.787891 -0.705902 -4.236718 0.0750 0.0604 -0.1210 0.168
C 2.740494 0.144785 -4.528740 -0.0901 -0.0223 0.0192 -0.188
C 2.805103 0.844986 -5.744953 0.0451 0.0291 0.0359 -0.914
C 1.785697 1.673147 -6.156118 -0.0203 -0.0018 0.0191 -0.983
C 0.636408 1.819278 -5.380262 0.0135 -0.0087 0.0164 -0.727
C 0.569389 1.166012 -4.170996 0.0214 0.0801 0.0375 -0.993
C 1.618138 0.363155 -3.704606 0.0619 -0.0399 -0.0531 1.577
C 1.578460 -0.105965 -2.307297 0.1516 -0.0411 -0.0081 1.245
O 2.532411 -0.472843 -1.663162 -0.0068 0.0727 -0.1377 -0.620
O 0.353227 -0.034024 -1.748044 -0.1378 -0.1688 -0.1835 -0.808
C 2.756637 -2.850824 -3.559303 0.0781 0.0242 -0.0186 1.370
C 1.504332 -2.638779 -4.364630 -0.0033 -0.0485 -0.0428 -1.605
H 1.956837 -5.787480 -2.004552 0.0174 -0.0228 0.0137 0.390
H 1.605267 -5.511668 -3.708296 -0.0246 -0.0157 -0.0128 0.415
H 0.807484 -4.534559 -2.488056 -0.0329 0.0242 0.0084 0.325
H 4.165415 -5.239109 -1.592895 -0.0059 -0.0333 0.0216 0.462
H 6.071512 -3.658027 -1.702705 0.0181 -0.0130 0.0077 0.418
H 5.814383 -1.521276 -2.904252 0.0190 0.0377 -0.0025 0.442
H 4.662298 -0.454387 -4.670176 -0.0739 -0.0561 -0.0545 0.329
H 3.664525 0.685193 -6.384614 0.0151 -0.0002 -0.0135 0.533
H 1.869177 2.184492 -7.105794 -0.0025 0.0130 -0.0196 0.441
H -0.180346 2.441673 -5.716121 -0.0047 0.0217 0.0031 0.472
H -0.291974 1.298497 -3.531283 -0.0190 0.0067 -0.0002 0.345
H 1.648675 -1.929995 -5.175093 0.0069 -0.0150 -0.0156 0.275
H 0.676833 -2.270563 -3.749479 -0.0262 0.0240 -0.0133 0.181
H 1.178618 -3.578476 -4.809227 -0.0106 -0.0190 0.0171 0.613
```
Positions in Å, forces in eV/Å.

frontier orbital gap (alpha / beta): 6.4 / 5.0 eV
<S²>: 6.0145
total charge: +1
LUMO energy (alpha / beta): -3.548 / -4.941 eV
spin multiplicity: 5


Entry 2:
ORCA calculation (ωB97M-V/def2-TZVPD) on a cluster of 2 separate species, C4H7ClFN in total in a non-equilibrium geometry.

The geometry in XYZ format:
```
14
Properties=species:S:1:pos:R:3:forces:R:3:mulliken_charge:R:1
C 0.934422 -0.173542 -1.264475 -2.1058 -1.0444 3.8771 0.323
C -1.412783 -1.678065 0.364461 -2.0031 -0.0559 3.0433 -0.675
C 1.927141 1.576446 0.142867 3.4688 -2.4433 -0.4496 -0.759
C -0.721138 -2.103182 -0.824775 1.0846 1.6867 -2.0709 -0.099
N 1.128826 0.436959 -0.208855 -0.8018 -0.5020 -0.7265 -0.304
F 0.176603 -3.062597 -0.679037 0.5346 -0.9463 0.2103 -0.257
Cl 1.499766 -0.251162 -2.796926 1.1721 0.3592 -2.1267 -0.166
H -1.101778 -2.278599 1.339872 -0.7252 0.8824 -2.2698 0.245
H -1.196356 -0.644538 0.656944 0.4648 0.1415 -0.2449 0.214
H -2.573159 -1.627468 0.281233 1.8481 -0.5919 -0.0102 0.261
H 2.119750 1.642490 1.223018 0.1235 -0.4822 -0.3894 0.249
H 1.449004 2.435549 -0.090665 -1.6940 2.7723 -1.0200 0.323
H 2.909132 1.533875 -0.472948 -1.2530 0.3126 1.2211 0.261
H -1.070808 -2.035859 -1.872426 -0.1135 -0.0887 0.9562 0.383
```
Positions in Å, forces in eV/Å.

frontier orbital gap (alpha / beta): 8.3 / 7.8 eV
total charge: 0
LUMO energy (alpha / beta): 0.830 / 0.431 eV